[1]
7
Properties=species:S:1:pos:R:3:nbo_charge:R:1 method="wB97M-V/def2-TZVPD" mol_weight_g_mol=83.49 homo_ev="-10.1 / -9.0" e_lumo_ev="-0.11 / -1.00" e_above_lowest_kj_mol=338.58 spin_multiplicity=1 homo_lumo_gap_ev="10.0 / 8.0"
Cl 1.182 0.035 2.450 0.1980
F 0.477 0.871 -1.774 -0.3375
N -0.352 0.254 1.930 -0.5186
C -0.137 -0.279 -1.380 0.0321
H -0.404 0.440 0.942 0.3149
H -1.224 -0.207 -1.366 0.1473
H 0.458 -1.115 -0.803 0.1638

=====

[2]
16
Properties=species:S:1:pos:R:3:nbo_charge:R:1 method="wB97M-V/def2-TZVPD" mol_weight_g_mol=95.14 homo_ev=-8.9 smiles=C1[C@H]2N1CC21CC1 e_lumo_ev=1.09 e_above_lowest_kj_mol=300.72 spin_multiplicity=1 homo_lumo_gap_ev=10.0
N 1.638 0.011 -0.754 -0.3690
C -1.612 -0.793 -0.452 -0.4053
C -1.584 -0.111 0.895 -0.4177
C 1.657 1.306 -0.075 -0.2746
C 0.407 0.871 -0.723 -0.0790
C 0.965 -0.925 0.209 -0.2198
C -0.351 -0.171 0.053 -0.0939
H -2.102 0.839 0.996 0.2185
H 1.421 -0.903 1.207 0.1853
H 1.761 1.333 1.009 0.1933
H -2.132 -0.293 -1.266 0.2131
H -1.626 -0.741 1.780 0.2173
H 0.956 -1.951 -0.167 0.2031
H -1.669 -1.879 -0.487 0.2127
H 0.019 1.367 -1.611 0.2030
H 2.251 2.043 -0.613 0.2132

=====

[3]
114
Properties=species:S:1:pos:R:3:mulliken_charge:R:1 method="wB97M-V/def2-TZVPD" mol_weight_g_mol=708.13 homo_ev=-8.3 smiles="CCCCP(Cl)(CC)(CCCCN)B(O)O.CNC(C)=O.CNC(C)=O.CNC(C)=O.CNC(C)=O.CNC(C)=O.CNC(C)=O" e_lumo_ev=0.66 e_above_lowest_kj_mol=89.27 spin_multiplicity=1 homo_lumo_gap_ev=8.9
Cl -4.573 -4.915 -0.234 -0.4653
P -3.464 -3.454 1.078 0.4695
O -0.329 1.456 -2.307 -0.6892
O 3.110 7.275 -2.507 -0.6813
O -2.745 -2.692 -1.633 -0.6486
O -4.180 -6.218 6.190 -0.6195
O 4.749 3.352 -2.525 -0.6977
O 8.362 1.683 -5.286 -0.5663
O -4.188 -1.134 -0.558 -0.4689
O -6.136 0.532 3.247 -0.6598
N 0.440 2.850 -0.734 -0.0096
N 8.877 0.279 -6.954 -0.1619
N -0.653 0.738 1.923 -0.4856
N 3.829 8.673 -0.914 -0.1561
N -5.170 -7.825 4.985 -0.1024
N -7.670 -0.251 1.816 -0.0970
N 4.969 5.127 -3.867 0.1071
C 5.210 3.826 -3.556 0.8301
C -2.476 -2.228 2.147 -0.9299
C -0.962 -4.777 0.518 -0.8552
C 1.501 2.877 -2.935 -1.1118
C 10.311 0.331 -4.964 -1.3418
C -8.589 -0.203 0.695 -0.9073
C 0.467 2.332 -1.987 0.7512
C 4.648 9.720 -0.333 -0.8421
C 5.420 5.866 -5.025 -1.0342
C 3.878 8.167 -2.171 0.7946
C 0.305 -4.138 1.129 -0.1775
C 6.047 3.017 -4.513 -1.4111
C -2.207 -4.810 1.433 -0.6765
C -0.855 0.077 3.214 -0.7610
C -5.554 -7.750 7.409 -1.3391
C 9.110 0.825 -5.732 0.7396
C 0.730 -4.713 2.502 -1.1976
C -6.864 0.735 2.287 0.9376
C -3.125 -0.848 2.414 0.4738
C 4.904 8.744 -3.116 -1.2773
C -6.904 2.067 1.580 -1.4811
C -4.910 -7.195 6.163 0.8641
C -4.600 -3.683 3.693 -1.1257
C -2.343 -0.156 3.570 -1.0469
C 9.644 -0.741 -7.644 -0.8441
C 1.292 3.877 -0.165 -0.7242
C -4.952 -3.416 2.209 -0.3939
C -6.004 -8.989 4.753 -0.8935
B -3.463 -2.324 -0.479 0.5169
H 10.002 -0.344 -8.596 0.2845
H 1.405 2.372 -3.893 0.3329
H 10.360 0.857 -4.015 0.2723
H -5.253 -7.144 8.258 0.3029
H 0.257 -3.047 1.192 0.0288
H 0.992 -3.875 3.158 0.2655
H -0.271 2.440 -0.151 0.1008
H 4.007 10.539 -0.002 0.2945
H 10.495 -1.063 -7.054 0.3285
H -2.812 0.810 3.795 0.3712
H 1.348 3.946 -3.087 0.3195
H 8.061 0.654 -7.410 0.2247
H -8.303 -0.958 -0.040 0.2939
H 7.037 3.451 -4.612 0.4265
H -1.832 -2.383 -1.566 0.3289
H 4.398 5.612 -3.185 0.1385
H -1.347 1.452 1.755 0.2610
H 1.623 -5.341 2.453 0.3448
H -5.417 -4.226 4.178 0.4301
H 6.018 6.714 -4.691 0.2793
H -0.051 -5.280 3.014 0.3313
H 6.152 2.009 -4.130 0.3293
H -5.402 -9.785 4.311 0.2960
H 2.504 2.701 -2.546 0.2608
H 5.564 2.972 -5.490 0.3546
H -9.600 -0.420 1.044 0.3152
H -6.641 -7.717 7.324 0.3509
H 5.909 8.582 -2.724 0.3824
H -3.710 -4.307 3.811 0.2839
H -6.444 -9.352 5.675 0.3389
H 1.819 3.468 0.699 0.2914
H -6.606 1.952 0.537 0.3556
H -1.144 -4.311 -0.455 0.2240
H 3.124 8.242 -0.337 0.2373
H 4.730 9.811 -3.263 0.4400
H -2.346 -0.788 4.468 0.4177
H -4.709 -7.402 4.195 0.1541
H -1.982 -4.757 2.499 0.1493
H 4.818 8.247 -4.074 0.2021
H 9.004 -1.602 -7.844 0.2806
H -6.804 -8.729 4.057 0.2883
H 4.546 6.237 -5.567 0.3251
H -8.582 0.771 0.218 0.3202
H -2.727 -5.750 1.249 0.6556
H -4.460 -2.763 4.270 0.1940
H -7.594 -1.112 2.334 0.2209
H -0.702 -5.821 0.306 0.4527
H -1.534 -2.033 1.606 -0.1258
H 10.223 -0.738 -4.766 0.3826
H -2.161 -2.649 3.109 0.8623
H 2.020 4.234 -0.888 0.1890
H -0.615 0.073 1.165 0.2716
H -6.209 2.743 2.069 0.3229
H 1.123 -4.353 0.429 0.5091
H -0.332 0.627 4.003 0.3642
H -0.351 -0.894 3.142 0.1959
H 6.018 5.254 -5.693 0.3796
H -4.159 -0.890 2.752 -0.3351
H -3.537 -0.440 -0.735 0.2695
H -7.905 2.496 1.632 0.4111
H -2.989 -0.196 1.551 0.2252
H 5.183 9.324 0.531 0.2823
H 0.677 4.716 0.166 0.3014
H 5.368 10.103 -1.048 0.3199
H -5.231 -8.778 7.581 0.3686
H 11.227 0.528 -5.521 0.3726
H -5.652 -4.189 1.901 0.8927
H -5.488 -2.465 2.129 -0.1446

=====

[4]
112
Properties=species:S:1:pos:R:3:lowdin_spin:R:1 method="wB97M-V/def2-TZVPD" mol_weight_g_mol=1544.15 homo_ev="-3.8 / -3.7" e_lumo_ev="1.15 / 1.15" e_above_lowest_kj_mol=479.53 charge=-1 spin_multiplicity=2 homo_lumo_gap_ev="4.9 / 4.8"
Pt -0.402 -0.261 -0.670 -0.0015
I 0.766 1.316 -1.969 -0.0012
Sb 2.875 -2.647 -1.905 -0.0085
Se 3.692 -4.107 -0.112 0.5066
Se 1.290 -1.047 -1.645 -0.0052
Se 2.453 -4.941 -2.766 0.4562
Se 5.207 -2.267 -2.600 -0.0103
Ge -1.662 -0.868 -2.590 -0.0001
S -1.937 1.473 -0.163 -0.0004
P 1.542 0.788 2.001 0.0002
O -1.303 1.975 -3.327 -0.0001
N 1.678 2.472 1.651 0.0001
N -1.770 -1.048 0.478 -0.0001
N -2.153 3.841 -2.426 -0.0001
N 0.574 -0.106 1.214 -0.0002
N -3.316 0.289 1.646 0.0000
N 3.077 0.164 2.127 0.0017
N 0.860 0.917 3.565 0.0000
C -3.191 -3.351 -1.988 0.0002
C -5.936 1.062 -2.373 0.0000
C -2.951 -1.986 2.246 0.0000
C -0.830 -1.623 -7.198 0.0000
C -1.961 -2.090 1.273 -0.0001
C -0.905 -3.808 -2.485 0.0034
C 5.521 0.226 2.428 0.0000
C 3.408 -1.030 1.371 0.0146
C 0.238 -1.121 -6.481 0.0001
C -2.058 -1.809 -6.581 0.0000
C -2.357 -5.602 -1.893 0.0001
C -3.437 -0.139 -2.539 0.0000
C 4.150 0.613 2.997 0.0001
C -4.249 -0.345 -1.444 0.0000
C 0.075 -0.808 -5.142 0.0001
C 1.547 3.518 2.656 0.0000
C 2.601 2.808 0.581 0.0000
C -0.577 1.078 3.534 0.0000
C 0.177 -0.878 5.145 0.0000
C -5.146 1.235 -3.497 0.0000
C -1.142 -1.003 -4.515 0.0000
C 1.300 -0.004 4.598 0.0000
C -1.929 -2.883 -2.319 0.0002
C 3.699 3.766 1.019 0.0000
C -2.376 0.105 0.728 0.0000
C -3.615 -0.773 2.357 0.0000
C -1.070 -3.259 1.024 -0.0001
C -0.924 -0.006 5.755 0.0000
C 1.663 4.881 1.984 0.0000
C -3.399 -4.698 -1.754 0.0001
C 5.497 0.327 0.909 0.0007
C 4.532 -0.730 0.373 0.0115
C -5.488 0.257 -1.343 0.0000
C -2.206 -1.508 -5.244 0.0000
C -1.105 1.283 4.941 0.0000
C -1.104 -5.162 -2.287 0.0019
C 0.059 3.134 -1.823 -0.0011
C -1.173 2.919 -2.561 -0.0001
C -3.900 0.643 -3.572 0.0000
C 3.081 5.103 1.450 0.0000
H 6.280 0.882 2.854 0.0000
H 0.751 3.804 -2.328 0.0000
H 0.593 -1.553 5.897 0.0000
H -3.921 -0.985 -0.631 0.0000
H 5.773 -0.799 2.701 0.0000
H -2.080 4.607 -1.777 0.0000
H -3.275 0.798 -4.441 0.0000
H 0.085 -3.467 -2.792 0.0051
H 1.389 5.663 2.694 0.0000
H 3.684 -1.853 2.042 0.0105
H 0.568 3.432 3.135 0.0000
H -1.545 -3.966 0.338 0.0000
H 2.069 3.307 -0.247 0.0000
H -6.894 1.559 -2.291 0.0000
H -5.501 1.847 -4.316 0.0000
H 3.050 5.801 0.608 0.0000
H 0.940 4.940 1.164 0.0000
H -0.831 -3.775 1.951 0.0000
H -0.542 2.104 5.393 0.0000
H 1.715 0.596 5.422 0.0000
H -0.704 -1.896 -8.236 0.0000
H -2.158 1.575 4.909 0.0000
H 0.930 -0.415 -4.595 0.0000
H 4.251 3.321 1.848 0.0000
H 4.401 3.905 0.194 0.0000
H -4.410 -0.627 3.079 0.0000
H -4.034 -2.672 -1.935 0.0000
H 2.308 3.435 3.445 0.0000
H 2.492 -1.351 0.829 0.0022
H 6.479 0.147 0.478 0.0001
H 3.704 5.562 2.221 0.0000
H 4.042 0.180 4.001 0.0000
H 2.087 -0.642 4.193 0.0000
H -0.819 1.941 2.903 0.0000
H -2.530 -6.650 -1.705 0.0000
H -0.261 -5.828 -2.438 0.0020
H -0.128 -2.915 0.547 -0.0002
H -2.899 -2.212 -7.131 0.0000
H 4.088 -0.367 -0.569 0.0000
H 4.069 1.697 3.107 0.0000
H -1.074 0.202 3.093 0.0000
H -0.084 3.390 -0.777 0.0000
H -0.216 -1.496 4.335 0.0000
H -4.388 -5.028 -1.462 0.0000
H -3.153 -1.685 -4.753 0.0000
H -0.651 0.249 6.780 0.0000
H -1.859 -0.571 5.793 0.0000
H -3.183 -2.811 2.898 0.0000
H -6.085 0.104 -0.452 0.0000
H 5.193 1.334 0.619 0.0002
H 5.098 -1.657 0.181 0.0110
H 1.206 -0.989 -6.941 0.0000
H -3.046 3.673 -2.864 0.0000
H 3.035 1.874 0.193 0.0000